Record 1
This record from the Open Molecules 2025 dataset describes 2 unconnected molecules or ions with the total composition C5H11IO. The level of theory is wB97M-V/def2-TZVPD.

Its gap between HOMO and LUMO (alpha / beta) is 6.23 / 7.87 eV. For the maximum force, the calculation gives 3.90 eV Å⁻¹. Its net charge is 0. Its spin multiplicity is 3.

Last column: Löwdin charge in e.
Atoms and positions in Å:
I  -2.45740  -1.47778  -1.39413  0.68
O  0.36284  -1.38214  -0.63122  -0.30
C  0.88068  1.44385  -0.92465  -0.07
C  -0.39215  1.75244  1.35825  -0.14
C  -0.39790  1.34663  -0.04487  -0.27
C  0.72833  -2.68316  -0.22334  -0.13
C  -0.78064  -0.87199  -0.13294  -0.65
H  -0.71983  2.85718  1.39274  0.11
H  0.73972  1.00602  -1.89277  0.07
H  0.81971  -2.76199  0.97216  0.14
H  1.57200  -2.98727  -0.86231  0.09
H  -1.31029  1.73390  -0.36443  0.07
H  1.66384  1.03049  -0.41053  0.04
H  -1.18292  1.28760  1.90585  0.06
H  -0.03414  -3.49385  -0.49894  0.08
H  0.51041  1.65010  1.89000  0.06
H  -1.04005  -0.95502  0.95049  0.07
H  1.03780  2.50498  -1.08935  0.08

Record 2
This record from the Open Molecules 2025 dataset describes a molecular structure, C5H11MgO3. The level of theory is wB97M-V/def2-TZVPD.

The energy above the lowest of the compared OMol25 structures with the same formula, charge and spin comes out at 0.0 kJ/mol. Its gap between HOMO and LUMO (alpha / beta) is 5.78 / 8.63 eV. For the maximum force, the calculation gives 1.28 eV Å⁻¹. Its net charge is 0. Its spin multiplicity is 2.

Last column: Löwdin charge in e.
Atoms and positions in Å:
Mg  1.24401  -1.13468  1.06516  0.71
O  2.19564  0.63224  0.57582  -0.39
O  -0.13188  -1.55390  -0.52579  -0.34
O  -0.37763  0.27412  1.42635  -0.27
C  0.22604  1.56690  1.58513  -0.18
C  1.38863  1.74990  0.60762  -0.40
C  0.21255  -2.32962  -1.66435  -0.08
C  -1.44189  0.13462  0.49680  -0.17
C  -0.94237  -0.42196  -0.81964  -0.18
H  1.92426  2.66539  0.94033  0.11
H  1.08164  -2.93932  -1.39462  0.08
H  0.61048  1.55898  2.61475  0.13
H  -1.94897  1.09402  0.32577  0.14
H  -0.54536  2.34433  1.47849  0.13
H  -1.80140  -0.72505  -1.43706  0.14
H  -0.34644  0.31595  -1.37851  0.13
H  -2.15688  -0.56605  0.94844  0.14
H  0.46612  -1.67685  -2.51274  0.10
H  0.97137  1.99395  -0.39499  0.10
H  -0.62792  -2.98296  -1.93696  0.10

Record 3
This record from the Open Molecules 2025 dataset describes a molecular structure, C5H11MgO4Tm. The level of theory is wB97M-V/def2-TZVPD.

The energy above the lowest of the compared OMol25 structures with the same formula, charge and spin comes out at 248.6 kJ/mol. Its gap between HOMO and LUMO (alpha / beta) is 6.51 / 6.56 eV. For the maximum force, the calculation gives 5.65 eV Å⁻¹. Its net charge is +1. Its spin multiplicity is 4.

Last column: Löwdin charge in e.
Atoms and positions in Å:
Tm  2.92364  0.97284  0.61329  1.48
Mg  -0.23237  0.51214  0.89248  0.77
O  1.31340  -0.77100  0.93018  -0.55
O  -1.19430  -1.38808  -0.25672  -0.19
O  0.96082  1.20144  -0.50545  -0.84
O  -2.17161  1.09376  0.49940  -0.30
C  -3.08177  1.97104  1.12501  -0.05
C  -0.09359  -2.26315  -0.40332  -0.17
C  -1.41112  -0.35043  -1.23218  -0.22
C  1.02090  -2.09576  0.61936  -0.30
C  -2.59846  0.41170  -0.68994  -0.17
H  -0.47098  -3.29761  -0.42040  0.14
H  -2.52063  2.52388  1.88644  0.10
H  1.90879  -2.63051  0.23236  0.13
H  0.80090  -2.59480  1.58092  0.12
H  0.33439  -2.04978  -1.39900  0.13
H  -3.49737  2.68310  0.39720  0.11
H  -0.05154  0.50164  -1.69282  0.27
H  -3.42119  -0.25358  -0.37798  0.15
H  -2.94082  1.16361  -1.41675  0.15
H  -3.87723  1.36582  1.58510  0.11
H  -1.68070  -0.79247  -2.20148  0.12

no.,E (eV)
1,-15505.17231
2,-16949.30321
3,-48518.18570